# 1
Below is a molecular structure, C4H8O2, with properties calculated with ωB97M-V with the def2-TZVPD basis set.

Geometry as ORCA input:
```
! wB97M-V def2-TZVPD RIJCOSX def2/J DEFGRID3
* xyz 0 1
C -1.905 -0.645 -0.504
C -0.484 -0.822 -0.051
C 0.309 0.608 -0.018
C 1.759 0.390 0.248
H -2.237 -0.073 -1.300
H -2.511 0.020 0.201
H -2.552 -1.967 -0.551
H -0.428 -1.375 0.974
H 0.400 -1.392 -0.676
H 0.155 1.278 -1.066
H -0.207 1.489 0.904
H 3.049 1.502 1.242
O 2.326 1.601 0.185
O 2.325 -0.614 0.413
*
```

So, what does the Löwdin scheme give us? The charges, in e, come out as: C -0.17; C -0.30; C -0.14; C -0.73; H 0.00; H 0.07; H 0.19; H 0.13; H 0.15; H 0.18; H 0.21; H 0.32; O -0.02; O 0.13

***

# 2
Below is 2 unconnected molecules or ions with the total composition C4H8O2, with properties calculated with ωB97M-V with the def2-TZVPD basis set.

Geometry as ORCA input:
```
! wB97M-V def2-TZVPD RIJCOSX def2/J DEFGRID3
* xyz 0 1
C -2.422 0.673 -0.507
C -0.756 -0.649 0.217
C 0.468 0.152 -0.036
O 0.429 1.341 -0.292
C 1.836 -0.516 0.060
O 2.850 0.432 -0.063
H -2.944 0.863 0.439
H -1.914 -0.363 -0.703
H -1.890 1.582 -0.806
H -0.625 -1.710 -0.084
H -1.054 -0.647 1.260
H 1.904 -1.042 1.025
H 1.910 -1.287 -0.726
H 2.390 1.269 -0.255
*
```

So, what does the Löwdin scheme give us? The charges, in e, come out as: C 0.11; C -0.03; C -0.42; O 0.07; C -0.22; O -0.05; H 0.01; H -0.02; H 0.00; H 0.11; H 0.09; H 0.13; H 0.13; H 0.08

***

# 3
Below is C4H8O2 in the gas phase, with properties calculated with ωB97M-V with the def2-TZVPD basis set.

Geometry as ORCA input:
```
! wB97M-V def2-TZVPD RIJCOSX def2/J DEFGRID3
* xyz 0 1
O -2.133 0.089 0.477
C -1.506 0.289 -0.772
C 0.050 0.396 -0.792
C 0.566 -0.558 0.241
C 1.855 -0.346 0.917
O 0.626 -0.067 1.581
H -1.567 0.244 1.245
H -1.775 -0.589 -1.371
H -1.953 1.162 -1.270
H 0.446 0.083 -1.776
H 0.418 1.419 -0.626
H 0.087 -1.524 0.162
H 2.418 0.548 0.642
H 2.468 -1.147 1.343
*
```

The SMILES is OCC[C@H]1CO1.

So, what does the Löwdin scheme give us? The charges, in e, come out as: O -0.07; C -0.26; C -0.13; C -0.32; C -0.10; O -0.06; H 0.08; H 0.11; H 0.11; H 0.13; H 0.12; H 0.15; H 0.11; H 0.11

***

# 4
Below is C4H8O2 in the gas phase, with properties calculated with ωB97M-V with the def2-TZVPD basis set.

Geometry as ORCA input:
```
! wB97M-V def2-TZVPD RIJCOSX def2/J DEFGRID3
* xyz 0 1
C -0.202 1.669 0.347
C 0.054 0.303 -0.262
C -1.080 -0.679 -0.016
O 1.255 -0.198 0.378
C 1.883 -1.207 -0.229
O 1.586 -1.699 -1.287
H -1.087 2.119 -0.116
H -0.382 1.576 1.423
H 0.650 2.337 0.191
H 0.259 0.385 -1.335
H -1.239 -0.801 1.060
H -0.850 -1.651 -0.456
H -2.006 -0.309 -0.463
H 2.729 -1.531 0.396
*
```

The SMILES is CC(C)OC=O.

So, what does the Löwdin scheme give us? The charges, in e, come out as: C -0.05; C -0.41; C -0.04; O -0.02; C -0.35; O 0.07; H 0.09; H 0.09; H 0.08; H 0.14; H 0.09; H 0.08; H 0.09; H 0.15

***

# 5
Below is a molecular structure, C4H8O2, with properties calculated with ωB97M-V with the def2-TZVPD basis set.

Geometry as ORCA input:
```
! wB97M-V def2-TZVPD RIJCOSX def2/J DEFGRID3
* xyz 0 1
C -1.828 0.032 0.393
C -0.345 0.037 0.254
C 0.382 -1.056 -0.507
O 1.579 -0.355 -0.944
C 1.407 0.934 -0.619
O 0.196 1.202 -0.259
H -2.124 -0.762 1.086
H -2.184 0.980 0.807
H -2.355 -0.149 -0.560
H 0.994 0.211 1.454
H 0.682 -1.902 0.119
H -0.136 -1.445 -1.406
H 1.713 0.586 1.276
H 2.019 1.687 -1.092
*
```

So, what does the Löwdin scheme give us? The charges, in e, come out as: C -0.05; C -0.38; C -0.12; O -0.04; C -0.25; O 0.00; H 0.08; H 0.08; H 0.08; H 0.10; H 0.12; H 0.12; H 0.10; H 0.15

***

# 6
Below is C4H8O2 in the gas phase, with properties calculated with ωB97M-V with the def2-TZVPD basis set.

Geometry as ORCA input:
```
! wB97M-V def2-TZVPD RIJCOSX def2/J DEFGRID3
* xyz 0 1
C 2.139 -0.234 1.473
O 0.412 -0.471 1.182
C -0.338 0.543 0.485
C -0.360 0.319 -1.006
C -1.351 -0.599 -1.582
O -1.524 0.807 -1.649
H 2.140 0.868 1.353
H 2.064 -0.370 2.569
H 0.683 -1.175 0.575
H 0.118 1.503 0.741
H -1.367 0.524 0.859
H 0.572 0.495 -1.544
H -2.041 -1.125 -0.922
H -1.146 -1.087 -2.534
*
```

So, what does the Löwdin scheme give us? The charges, in e, come out as: C 0.02; O -0.17; C -0.13; C -0.28; C -0.10; O -0.02; H -0.04; H -0.03; H 0.10; H 0.13; H 0.14; H 0.16; H 0.12; H 0.12

***

# 7
Below is C4H8O2 in the gas phase, with properties calculated with ωB97M-V with the def2-TZVPD basis set.

Geometry as ORCA input:
```
! wB97M-V def2-TZVPD RIJCOSX def2/J DEFGRID3
* xyz 0 1
C -1.515 -0.646 0.461
C -0.194 -0.001 0.826
C 1.062 -0.330 -0.475
O 2.254 -0.365 0.222
C 0.114 1.234 -0.393
O -0.363 1.410 0.879
H -2.104 -0.613 1.382
H -1.364 -1.696 0.194
H -2.101 -0.144 -0.323
H 1.346 -0.034 -1.499
H 0.555 -1.292 -0.619
H 1.983 -0.577 1.131
H -0.643 1.183 -1.179
H 0.969 1.871 -0.607
*
```

So, what does the Löwdin scheme give us? The charges, in e, come out as: C -0.09; C -0.21; C -0.29; O -0.04; C -0.16; O -0.07; H 0.09; H 0.08; H 0.08; H 0.13; H 0.11; H 0.10; H 0.13; H 0.14

***

# 8
Below is 2 unconnected molecules or ions with the total composition C4H8O2, with properties calculated with ωB97M-V with the def2-TZVPD basis set.

Geometry as ORCA input:
```
! wB97M-V def2-TZVPD RIJCOSX def2/J DEFGRID3
* xyz 0 1
O 2.032 0.915 0.518
C 1.594 -0.233 -0.161
C 0.274 -0.797 0.407
C -0.870 0.166 0.358
C -2.221 0.475 0.237
O -0.756 1.425 0.396
H 1.374 1.610 0.378
H 1.485 -0.060 -1.243
H 2.386 -0.982 -0.030
H 0.037 -1.769 -0.040
H 0.406 -0.955 1.486
H -2.740 0.534 1.188
H -1.193 -0.294 -1.915
H -1.808 -0.037 -1.578
*
```

The SMILES is OCCC1=CO1.[H][H].

So, what does the Löwdin scheme give us? The charges, in e, come out as: O -0.05; C -0.26; C -0.09; C -0.47; C 0.09; O 0.04; H 0.08; H 0.12; H 0.12; H 0.13; H 0.14; H 0.06; H 0.06; H 0.03

***

The following Kohn-Sham gap values (in Eh) correspond, in order, to the records above: 0.3821 0.3204 0.4134 0.4292 0.2941 0.3199 0.3351 0.3474.
The following energy relative to the best compared isomer or geometry (same formula, charge and spin) values (in kJ/mol) correspond, in order, to the records above: 510.47 500.51 220.26 38.03 501.31 607.84 590.98 597.79.
The following maximum force values (in eV/Å) correspond, in order, to the records above: 7.24 1.61 0.93 0.52 0.22 0.44 0.63 0.90.